# 1
Computed, not measured: 9 unconnected molecules or ions with the total composition C31H52O27 at a distorted geometry, with ωB97M-V/def2-TZVPD.

structure (SMILES) = CCOC(=O)OC.CCOC(=O)OC.CCOC(=O)OC.CCOC(=O)OC.O=C1OCCO1.O=C1OCCO1.O=C1OCCO1.O=C1OCCO1.O=C1OCCO1
total charge = 0
DFT total energy = -3243.97446 Eh
spin multiplicity = 1
ΔE to the lowest compared entry with this formula, charge and spin = 0.00 kcal per mole
LUMO level = 0.2 eV
gap between HOMO and LUMO = 10.5 eV
highest occupied orbital energy = -0.37723 hartree

Atoms and positions in Å:
C -13.8055 -15.3846 -9.0025
C -12.9770 -14.3319 -8.2779
O -11.6104 -14.7567 -8.1960
C -11.2449 -15.7188 -7.3496
O -11.9430 -16.2676 -6.5350
O -10.0027 -16.0424 -7.6724
C -9.2170 -16.8107 -6.7871
H -13.5771 -16.3914 -8.6555
H -13.6331 -15.2696 -10.0700
H -14.8736 -15.2775 -8.8029
H -13.3594 -14.0012 -7.3136
H -12.9741 -13.4421 -8.9047
H -9.7651 -17.2413 -5.9526
H -8.4650 -16.1652 -6.3313
H -8.7678 -17.6739 -7.2681
C -6.3693 -13.2910 -2.5266
C -7.0764 -14.4960 -3.1251
O -8.3087 -14.1932 -3.7506
C -8.3912 -13.5589 -4.9022
O -7.4372 -13.1273 -5.5084
O -9.6475 -13.5250 -5.2810
C -9.9672 -12.7228 -6.4388
H -5.5063 -13.6543 -1.9630
H -7.0187 -12.7739 -1.8205
H -5.9732 -12.5806 -3.2506
H -7.2278 -15.2139 -2.3183
H -6.4778 -15.0648 -3.8449
H -9.4607 -11.7652 -6.3624
H -11.0452 -12.5917 -6.4680
H -9.7008 -13.2768 -7.3358
C -7.9050 -18.6042 -0.2437
C -9.1181 -19.1475 -0.9501
O -8.8384 -19.3792 -2.3342
C -9.7963 -19.8562 -3.1044
O -10.8814 -20.2491 -2.7885
O -9.3305 -19.8102 -4.3670
C -10.2644 -19.9969 -5.4083
H -7.9378 -17.5145 -0.3502
H -6.9130 -18.8798 -0.5992
H -7.9324 -18.7298 0.8388
H -9.9578 -18.4545 -0.8845
H -9.4394 -20.0842 -0.4848
H -10.5172 -21.0477 -5.5809
H -9.7977 -19.6482 -6.3275
H -11.2216 -19.4945 -5.2642
C -11.7916 -13.0702 0.9356
C -10.7398 -13.9829 0.3488
O -11.1157 -14.3755 -0.9641
C -10.4617 -15.3682 -1.5657
O -9.4719 -15.9358 -1.1738
O -10.9733 -15.4933 -2.7630
C -10.5375 -16.4969 -3.6564
H -11.3366 -12.4651 1.7265
H -12.5848 -13.5344 1.5236
H -12.1440 -12.4147 0.1413
H -10.5338 -14.8494 0.9800
H -9.8294 -13.3929 0.1895
H -10.3738 -16.0006 -4.6021
H -11.2808 -17.2756 -3.8198
H -9.5931 -16.9523 -3.3531
O -9.9146 -19.6077 -8.6194
C -9.0529 -20.4307 -8.5512
O -9.0956 -21.5379 -7.7973
C -7.8941 -22.2896 -7.9417
C -7.0013 -21.3265 -8.7136
O -7.9000 -20.3607 -9.2411
H -7.4377 -22.5178 -6.9826
H -7.9647 -23.2325 -8.4870
H -6.4023 -21.7417 -9.5223
H -6.3002 -20.8269 -8.0391
O -7.1297 -13.6936 -11.2922
C -6.9799 -14.8696 -11.2120
O -6.9311 -15.7251 -12.2281
C -7.0385 -17.0775 -11.7781
C -6.5990 -16.9445 -10.3193
O -6.9624 -15.5788 -10.0563
H -8.0374 -17.4685 -11.9593
H -6.2526 -17.5473 -12.3708
H -5.5672 -17.2650 -10.1840
H -7.2315 -17.4940 -9.6251
O -6.0277 -18.2567 -7.4052
C -5.9501 -18.0557 -6.2369
O -6.9706 -18.2659 -5.4108
C -6.6396 -17.8281 -4.0915
C -5.1181 -17.6566 -4.1544
O -4.8911 -17.5553 -5.5455
H -7.2562 -16.9539 -3.8798
H -6.9306 -18.5997 -3.3775
H -4.6234 -18.5066 -3.6808
H -4.8593 -16.7498 -3.6117
O -3.5948 -20.9541 -6.4314
C -4.2959 -21.3248 -5.5553
O -3.9206 -21.4229 -4.2398
C -4.9813 -21.9943 -3.4674
C -6.1774 -21.7439 -4.3777
O -5.5792 -21.6925 -5.6831
H -4.8556 -23.0532 -3.2461
H -5.1493 -21.4289 -2.5536
H -6.5997 -20.7561 -4.1850
H -6.9076 -22.5447 -4.4686
O -5.4489 -16.3423 -1.1458
C -4.5384 -15.6881 -0.7369
O -3.2890 -16.0252 -0.7649
C -2.4200 -14.9898 -0.2743
C -3.4323 -14.0069 0.3272
O -4.7072 -14.4616 -0.1027
H -1.7142 -15.4447 0.4171
H -1.8332 -14.6450 -1.1244
H -3.1577 -12.9943 0.0324
H -3.4278 -14.0358 1.4178

# 2
Computed, not measured: a molecular structure, CH15NO6 at a distorted geometry, with ωB97M-V/def2-TZVPD.

total charge = 0
DFT total energy = -552.94468 Eh
spin multiplicity = 1
ΔE to the lowest compared entry with this formula, charge and spin = 235.98 kcal per mole
LUMO level = -6.3 eV
gap between HOMO and LUMO = 3.4 eV
highest occupied orbital energy = -0.35861 hartree

Atoms and positions in Å:
C -0.4456 0.1799 2.0785
N 0.9337 0.1692 2.4747
H -0.5451 0.8275 1.1446
H -1.0844 0.6712 2.8039
H -0.8454 -0.7907 1.7927
H 1.4760 2.4166 0.0693
H 1.4238 0.9198 1.8963
O 1.6680 1.4965 0.0442
H -1.7400 -1.6532 0.3345
H -3.3246 -0.6723 0.3833
O -2.4887 -0.4766 -0.0846
H -1.2231 -3.1372 -0.1399
H 0.6041 -1.1097 -0.4005
O -1.0595 -2.4218 0.5088
H -1.3351 1.0864 -2.5685
H -1.9021 0.7281 -1.1427
O -1.7721 1.4737 -1.8039
H 1.8842 1.0582 -1.0934
H 2.4108 1.6224 -2.4431
O 1.7780 0.9959 -2.2298
H 1.3252 -0.7174 2.1989
H 1.9721 -0.8189 -1.0297
O 1.5044 -1.4045 -0.3847

# 3
Computed, not measured: 9 unconnected molecules or ions with the total composition C36H57F15O22 at a distorted geometry, with ωB97M-V/def2-TZVPD.

structure (SMILES) = CCOC(=O)C(F)(F)F.CCOC(=O)C(F)(F)F.CCOC(=O)C(F)(F)F.CCOC(=O)C(F)(F)F.CCOC(=O)C(F)(F)F.CCOC(=O)OC.CCOC(=O)OC.CCOC(=O)OC.CCOC(=O)OC
total charge = 0
DFT total energy = -4559.19004 Eh
spin multiplicity = 1
ΔE to the lowest compared entry with this formula, charge and spin = 65.09 kcal per mole
LUMO level = 0.5 eV
gap between HOMO and LUMO = 11.0 eV
highest occupied orbital energy = -0.38494 hartree

Atoms and positions in Å:
C 0.5699 -1.9661 -7.3411
C 0.9678 -3.4179 -7.2972
O 1.7210 -3.8652 -6.0808
C 2.9207 -3.3866 -5.7738
O 3.6264 -2.8445 -6.5906
C 3.3464 -3.5613 -4.3211
F 4.6729 -3.5383 -4.2336
F 2.6782 -2.6940 -3.5475
F 2.9402 -4.7609 -3.9089
H -0.1800 -1.7135 -6.5915
H 0.2226 -1.7001 -8.3394
H 1.5027 -1.4289 -7.1694
H 1.5373 -3.6329 -8.2013
H 0.1103 -4.0908 -7.2983
C 5.9533 0.2878 -6.2252
C 6.4839 -0.0103 -4.7842
O 6.3971 1.1094 -3.9625
C 5.4029 1.1579 -2.9893
O 4.6656 0.1986 -2.7999
C 5.2688 2.5200 -2.3685
F 5.3933 3.5235 -3.2088
F 4.0517 2.5235 -1.7497
F 6.2244 2.5743 -1.3800
H 6.6234 1.0017 -6.7042
H 4.9378 0.6789 -6.2870
H 6.0087 -0.5982 -6.8576
H 7.5343 -0.2868 -4.8765
H 6.1533 -0.9515 -4.3449
C -4.1182 -1.0320 7.6902
C -5.5570 -0.7969 7.1597
O -5.6265 -0.4701 5.8288
C -5.6928 -1.4254 4.9079
O -5.7984 -2.6341 5.1841
C -5.7378 -0.9776 3.4714
F -6.9008 -0.9081 2.9810
F -5.1455 0.2562 3.3820
F -5.0034 -1.8929 2.7988
H -3.8651 -2.0820 7.8368
H -4.1280 -0.6210 8.6997
H -3.3691 -0.5037 7.1002
H -6.0960 0.0140 7.6497
H -6.1079 -1.7112 7.3802
C -3.1805 5.1778 -0.2643
C -3.9342 3.9949 0.4124
O -4.9294 4.4302 1.3695
C -5.9436 3.6067 1.7080
O -6.0235 2.3960 1.2863
C -6.9513 4.1623 2.7748
F -7.8847 4.7098 2.0460
F -7.5867 3.2093 3.4892
F -6.3181 5.0289 3.6336
H -2.5145 5.7208 0.4062
H -3.7943 5.8562 -0.8569
H -2.5670 4.7758 -1.0706
H -3.3635 3.4112 1.1347
H -4.2944 3.3377 -0.3791
C -5.0734 -6.7508 0.8566
C -4.6568 -5.4552 0.0898
O -3.3669 -5.4739 -0.4175
C -2.8196 -4.4477 -1.0118
O -3.4300 -3.3953 -1.3225
C -1.2992 -4.5514 -1.3108
F -0.6531 -4.5203 -0.1476
F -1.0576 -5.7412 -1.8971
F -0.8148 -3.5757 -2.1043
H -4.6628 -6.6875 1.8643
H -4.7234 -7.6723 0.3914
H -6.1497 -6.7995 1.0217
H -4.7265 -4.6613 0.8334
H -5.3704 -5.1480 -0.6748
C 0.4509 4.0404 -0.4356
C 1.7091 3.3368 0.1553
O 1.7546 3.3237 1.5545
C 2.6481 2.6153 2.1852
O 3.5909 2.0566 1.5845
O 2.4307 2.6606 3.5136
C 3.4515 2.4430 4.4687
H -0.3170 3.3159 -0.1645
H 0.5241 4.0584 -1.5230
H 0.2144 4.9816 0.0607
H 2.6762 3.7754 -0.0905
H 1.6496 2.3414 -0.2849
H 4.0024 1.5459 4.1863
H 3.0919 2.3221 5.4906
H 4.1357 3.2878 4.5471
C -2.8271 0.1409 -0.3035
C -2.3721 0.8271 -1.5209
O -3.4196 1.6079 -2.0505
C -4.2900 1.1950 -2.9749
O -4.2802 0.1231 -3.5386
O -5.1451 2.2031 -3.2415
C -5.9622 2.0764 -4.4416
H -2.0914 -0.4129 0.2796
H -3.5795 -0.5946 -0.5883
H -3.2629 0.8749 0.3743
H -2.0046 0.1319 -2.2756
H -1.5470 1.5078 -1.3110
H -6.8419 2.7186 -4.4853
H -6.2416 1.0313 -4.5754
H -5.2294 2.4037 -5.1792
C -1.9561 1.8365 2.8417
C -0.8691 0.7275 2.9887
O -0.2390 0.5006 1.7164
C 0.5972 -0.4088 1.4594
O 1.0943 -1.2132 2.2480
O 0.8716 -0.3806 0.1130
C 1.7762 -1.3255 -0.5038
H -2.8622 1.5532 2.3062
H -1.4736 2.5262 2.1491
H -2.3098 2.3389 3.7420
H -1.2356 -0.1849 3.4592
H -0.0633 1.0142 3.6645
H 2.5847 -0.6959 -0.8753
H 1.2651 -1.8088 -1.3364
H 2.1910 -2.0967 0.1452
C 5.1163 -0.6679 0.9573
C 5.9106 0.0314 2.1174
O 7.0970 -0.6937 2.2657
C 7.9489 -0.2722 3.1810
O 7.8893 0.7240 3.8777
O 9.0526 -1.0945 3.1466
C 10.2614 -0.6617 3.7789
H 4.2339 -0.0881 0.6865
H 4.6360 -1.6279 1.1470
H 5.7696 -0.8235 0.0988
H 5.3755 0.1164 3.0632
H 6.1601 1.0040 1.6933
H 10.7707 -1.4663 4.3093
H 10.0490 0.1901 4.4250
H 10.9406 -0.2715 3.0210